The following is a quantum chemistry calculation of a structure of composition C28H66F9O14Y at a distorted geometry, from OMol25.

```
118
Properties=species:S:1:pos:R:3:forces:R:3
Y 0.04517 -1.12168 -3.23170 -0.1 0.2 4.7
C 3.09002 -0.72190 -1.38563 -3.7 0.1 -0.1
O 2.89162 0.65767 -1.73279 1.5 -0.1 0.5
O 2.00219 -1.47098 -1.97986 1.0 1.0 -0.5
C 4.53115 -1.19442 -1.62397 -0.6 -1.6 0.2
F 5.35617 -0.51544 -0.84202 0.7 0.6 0.5
F 4.76450 -2.48749 -1.32395 -0.8 -0.4 0.6
F 4.93744 -1.10511 -2.85208 0.4 1.0 -2.2
C 3.63396 1.60379 -0.90826 0.1 1.3 -1.2
C 3.51268 2.95413 -1.59123 -1.0 0.5 0.3
H 3.89816 3.02049 -2.60864 0.0 -0.2 0.1
H 2.45966 3.23422 -1.56281 -0.3 -0.1 -0.6
H 3.93595 3.75793 -0.98886 0.6 -0.2 0.1
H 4.70748 1.42934 -0.83595 -0.4 -0.6 0.1
H 3.20637 1.78848 0.07721 -0.2 -0.9 0.3
H 2.92290 -0.74271 -0.30872 0.3 -0.4 0.4
C -1.09800 1.61180 -1.10157 0.6 -2.2 -2.1
O -0.72938 0.60755 -0.18111 -0.5 1.5 1.1
O -0.84510 0.87412 -2.30243 -0.4 0.2 -1.0
C -2.56069 2.26191 -0.93765 0.8 0.2 0.3
F -2.48381 3.29412 -0.05065 0.8 0.5 -0.5
F -3.06361 2.76321 -2.09314 0.5 -0.5 0.6
F -3.44961 1.50192 -0.36106 -1.0 -1.7 -0.3
C -0.27562 1.01109 1.11235 0.6 -1.7 0.3
C 0.29089 -0.27582 1.73816 0.3 -0.5 0.3
H -0.27092 -1.19890 1.59544 -0.7 0.3 0.1
H 1.25009 -0.57484 1.31551 0.2 0.5 -0.4
H 0.53143 -0.19454 2.79818 -0.3 0.2 0.1
H -1.07487 1.47640 1.68922 0.0 0.0 0.1
H 0.61586 1.63820 1.10164 -0.2 0.8 -0.6
H -0.48702 2.51338 -1.05722 0.6 0.0 0.2
C -1.86755 -3.42599 -1.35527 1.1 0.3 -1.5
O -1.60222 -4.77842 -1.31984 -1.0 -0.4 1.1
O -1.23594 -3.05884 -2.53851 0.7 3.6 -0.6
C -3.38559 -3.09552 -1.33705 0.8 1.0 1.2
F -3.68123 -1.85242 -1.77337 0.3 -0.1 -1.0
F -4.10478 -3.98982 -1.90717 -1.3 -1.3 -1.9
F -3.84980 -3.04471 -0.07045 0.4 -0.4 1.2
C -1.32013 -5.37672 -0.05042 0.7 -1.3 -1.4
C -1.41058 -6.91468 -0.37272 0.1 1.2 1.5
H -1.13789 -7.42401 0.55157 -0.3 -0.3 0.1
H -2.41889 -7.18316 -0.68788 0.1 -0.1 0.0
H -0.65786 -7.23404 -1.09352 -0.2 0.4 -0.2
H -1.92979 -4.97416 0.75850 -0.5 -0.4 -0.1
H -0.28424 -5.15092 0.20270 0.1 0.1 0.0
H -1.52500 -2.91467 -0.45566 0.6 0.2 0.2
C -0.60149 -1.46392 6.42336 -0.1 -0.5 1.0
C 0.59981 -0.70138 5.88337 -1.1 0.7 -0.2
O 1.54672 -1.57630 5.38920 0.1 -1.4 -0.1
H -1.45523 -0.88055 6.76821 0.3 0.8 -0.1
H -0.34453 -2.04756 7.30735 0.2 -0.3 -0.1
H -1.05996 -2.11456 5.67867 0.5 -0.2 -0.2
H 1.08886 -0.02256 6.58203 -0.4 0.1 0.5
H 0.13784 -0.08602 5.11135 0.3 0.4 -0.5
H 2.19826 -1.17643 4.80851 0.2 0.2 -0.3
C -6.58008 2.68333 -1.99734 0.1 0.2 -1.0
C -7.50679 3.73964 -2.68431 0.1 -1.3 1.4
O -7.66883 4.85029 -1.79598 0.1 0.0 -0.8
H -6.13382 2.07661 -2.78526 0.2 0.0 -0.1
H -7.00769 1.93170 -1.33378 -0.6 0.5 0.1
H -5.76297 3.16468 -1.46000 -0.1 0.2 -0.1
H -8.48541 3.30466 -2.88732 -0.2 -0.2 0.1
H -7.13303 4.03280 -3.66536 0.5 0.2 0.1
H -7.84981 5.57154 -2.40316 -0.1 0.5 0.4
C 2.26309 2.06568 -6.19184 0.9 -1.7 1.1
C 1.97821 0.62485 -5.70663 -1.4 -0.8 -1.8
O 1.29673 0.52183 -4.44691 0.3 0.5 0.4
H 1.48159 2.73728 -5.83644 0.2 0.2 -0.2
H 2.40254 2.05508 -7.27283 -0.4 0.1 0.1
H 3.24696 2.25916 -5.76444 -0.1 0.9 0.1
H 2.82882 -0.05616 -5.73501 0.2 0.3 0.3
H 1.19718 0.19351 -6.33276 0.4 -0.1 -0.9
H 1.17813 1.44391 -4.20760 -0.3 0.2 1.1
C 5.48331 -0.00779 2.29772 0.7 -0.3 0.4
C 4.42406 -1.07772 2.48892 -0.7 0.6 -0.2
O 3.35759 -0.71885 3.38357 0.5 0.0 0.1
H 5.12524 0.96535 1.96172 -0.3 -0.1 0.4
H 6.21292 -0.26810 1.53090 -0.1 -0.5 0.0
H 6.04475 0.01414 3.23175 0.1 0.7 0.1
H 4.87978 -1.95521 2.94763 -0.1 -0.2 -0.6
H 3.93158 -1.20586 1.52499 0.3 -0.9 -0.2
H 3.25461 0.23087 3.28857 0.0 0.5 0.1
C -2.65347 4.12758 -4.81616 -1.0 0.2 -0.5
C -1.17297 4.05167 -5.08907 -0.2 -0.7 -0.2
O -0.43640 3.67107 -3.96365 1.3 0.3 1.0
H -3.12940 3.15768 -4.67157 0.3 -0.2 0.1
H -3.16340 4.54450 -5.68463 0.0 0.1 -0.2
H -2.96895 4.73209 -3.96579 0.5 0.1 0.1
H -0.75113 4.98537 -5.46102 -0.1 0.1 0.2
H -0.97000 3.29508 -5.84701 -0.3 0.0 -0.6
H -0.54130 2.74203 -3.74569 -0.6 -0.3 0.2
C 2.15249 -4.29466 1.96894 0.0 -0.6 -1.0
C 2.78035 -4.38007 0.55491 -0.1 1.8 0.7
O 1.81462 -4.21113 -0.48829 0.3 -0.9 0.4
H 1.51702 -3.42660 2.14430 0.2 0.2 -0.3
H 2.95733 -4.28886 2.70400 -0.2 -0.2 0.2
H 1.49663 -5.16032 2.06167 0.1 -0.1 0.5
H 3.41217 -5.26286 0.45693 -0.6 -0.4 -0.3
H 3.49297 -3.55916 0.47506 0.2 0.1 0.0
H 1.85713 -3.29677 -0.77767 0.0 0.3 -0.3
C 2.46291 2.54567 5.32896 -0.7 1.1 0.0
C 2.46345 2.82121 3.80640 0.2 0.4 2.1
O 3.49306 2.02974 3.28453 0.3 -0.2 -1.3
H 2.48569 1.48198 5.56591 -0.3 0.1 -0.2
H 1.59090 3.04269 5.75403 -0.3 -0.4 0.2
H 3.27825 3.00487 5.88792 0.4 0.0 -0.5
H 2.71676 3.85447 3.56909 -0.4 0.3 0.3
H 1.47324 2.63218 3.39184 0.2 -0.5 -0.3
H 4.25581 2.61186 3.25387 0.3 -0.4 -0.1
C -3.68774 -0.29718 2.55837 0.2 0.1 0.5
C -4.99988 -0.77588 1.99219 0.6 -0.1 -0.8
O -5.81938 -1.19563 3.03980 -1.1 -0.4 0.6
H -3.87577 0.16404 3.52792 0.1 0.4 -0.1
H -3.08327 0.34882 1.92166 -0.1 -0.1 -0.1
H -3.14067 -1.21595 2.76968 0.5 0.1 0.1
H -4.70973 -1.58926 1.32712 -0.6 -0.1 -0.2
H -5.59400 -0.06910 1.41291 0.2 0.3 0.1
H -5.40583 -1.90694 3.53437 0.1 -0.1 -0.1
```
Forces are in eV/Å.

**M**: 886.7 g mol⁻¹
**Strongest force on any atom**: 4.720 eV Å⁻¹
**Multiplicity**: 1
**Electronic energy**: -3096.84283 Ha
**HOMO**: -0.333 Ha
**Net charge**: 0

The following is a quantum chemistry calculation of a structure of composition C28H67AgCdO15S10 at a distorted geometry, from OMol25.

```
122
Properties=species:S:1:pos:R:3:forces:R:3
Cd -24.50795 17.37984 1.62289 0.0 0.0 0.0
Ag -31.99867 10.36360 -7.56739 0.1 0.1 0.2
C -19.20849 16.61871 6.30093 0.1 -0.7 0.2
C -20.68615 16.25448 6.06065 1.1 1.2 -2.2
O -21.13369 16.39564 4.78610 0.0 0.3 -0.2
H -19.07405 17.69970 6.33934 -0.1 0.0 0.3
H -18.45876 16.27598 5.58781 -0.4 -0.3 -0.4
H -18.94317 16.11997 7.23312 0.3 0.5 0.4
H -21.21769 16.94133 6.71928 -0.8 -0.4 0.7
H -20.91827 15.19852 6.19909 0.0 -0.6 1.1
C -28.29660 12.69432 -1.35778 -0.8 -0.1 -1.2
C -29.23314 12.63498 -2.41468 -1.8 -4.0 -1.5
C -29.68927 13.89334 -3.16496 -1.9 1.1 -3.0
O -30.55349 14.05476 -4.09362 0.5 -2.7 1.5
C -29.03881 15.09627 -2.99277 3.0 1.9 3.8
C -28.03574 15.23194 -1.93378 2.0 0.5 0.4
C -27.66736 13.90360 -1.09412 -0.2 3.1 -0.1
O -26.89495 14.13633 -0.20130 1.1 -0.5 1.2
O -27.36228 16.25300 -1.63041 -2.2 -2.4 -1.2
O -29.68161 11.47627 -2.77012 0.7 3.3 0.6
H -28.04843 11.77376 -0.85044 0.1 0.0 0.0
H -29.29823 16.06775 -3.38689 -0.5 -0.4 -0.7
C -28.05115 20.68585 -8.01595 0.4 0.7 -0.1
S -27.02239 22.08014 -8.74183 -1.0 -0.8 1.6
O -26.01526 22.38711 -7.66328 -0.4 -0.4 -1.3
C -26.34935 21.05791 -10.05594 1.0 0.4 0.0
H -27.41494 19.91544 -7.58029 0.3 0.2 -0.1
H -28.67989 20.21295 -8.77037 -0.2 0.3 0.0
H -28.61711 21.15295 -7.20997 -0.2 -0.1 -0.2
H -25.80949 21.74096 -10.71174 0.1 -0.1 -0.1
H -27.12220 20.55216 -10.63474 -0.1 0.1 0.3
H -25.63671 20.37292 -9.59654 -0.1 -0.2 -0.1
C -23.15658 9.86156 -8.62558 -0.3 0.2 -0.3
S -24.26356 10.76019 -7.42604 -1.2 -1.9 -1.2
O -25.66064 10.74977 -8.07679 2.2 -0.1 1.3
C -24.10206 9.38643 -6.16610 -0.6 -0.4 0.4
H -23.33047 8.79215 -8.74484 -0.4 -0.1 0.7
H -22.11175 10.00834 -8.35194 -0.1 0.2 0.0
H -23.38189 10.23850 -9.62320 0.2 0.6 0.2
H -24.37701 9.69564 -5.15769 0.2 0.5 -0.1
H -23.13307 8.88834 -6.13341 0.4 0.7 -0.2
H -24.75355 8.52950 -6.33737 -0.5 0.3 -0.7
C -27.42200 3.11743 4.62519 0.0 -0.4 0.1
S -27.92393 3.30340 2.83572 -1.8 -0.2 0.5
O -28.98035 2.28109 2.38316 1.9 1.3 1.2
C -28.92577 4.78123 3.23832 0.0 0.4 -0.1
H -26.76705 3.90480 4.99827 0.2 0.3 -0.8
H -26.86223 2.19120 4.75502 -0.3 -0.1 -0.1
H -28.26525 3.18582 5.31247 -0.3 -0.5 -0.3
H -29.62058 4.59491 4.05723 -0.1 -0.5 -0.3
H -29.46282 5.08159 2.33862 0.0 -0.2 0.0
H -28.34794 5.63443 3.59366 0.5 -0.1 -0.3
C -37.63784 18.67355 -2.10040 -0.3 0.5 -0.3
S -37.37749 19.49641 -3.73318 -0.3 -0.1 -1.5
O -37.99431 20.87078 -3.81275 1.0 -0.9 0.8
C -35.52624 19.53548 -3.90007 -0.5 -0.3 0.8
H -38.16213 17.76949 -2.41010 0.0 0.0 0.3
H -38.33616 19.33588 -1.58878 0.0 -0.1 0.1
H -36.79992 18.42348 -1.44966 0.2 0.3 -0.3
H -35.19750 18.89220 -4.71629 -0.4 0.2 -0.3
H -35.15548 19.04295 -3.00115 0.3 0.5 0.1
H -35.17646 20.55860 -4.03780 -0.1 -0.1 0.2
C -22.27805 22.63948 -0.97583 -0.1 0.1 -0.5
S -22.26977 22.54274 0.88223 0.6 -0.5 -1.5
O -23.17567 21.38822 1.12842 0.4 0.2 0.3
C -20.47828 21.98587 1.20566 -1.5 0.0 0.0
H -21.84440 21.75774 -1.44761 0.3 -0.1 0.4
H -21.88534 23.53363 -1.45996 0.6 0.2 0.6
H -23.29864 22.64949 -1.35847 -0.4 -0.2 0.8
H -20.12994 21.14422 0.60701 -0.2 0.2 -0.3
H -20.62835 21.60526 2.21596 0.3 0.2 0.2
H -19.82390 22.85718 1.17867 -0.1 -0.1 0.0
C -29.48254 24.49739 -2.71029 1.2 -0.6 1.2
S -30.03252 24.39600 -0.94362 -2.0 -1.5 -1.2
O -31.53854 24.41556 -1.08347 0.8 0.7 0.5
C -29.71594 22.60481 -0.65799 1.1 -0.2 0.3
H -28.64690 23.79828 -2.74247 -0.1 -0.3 -0.4
H -28.99303 25.44830 -2.92065 -0.7 0.2 -0.1
H -30.31291 24.17591 -3.33897 0.1 0.3 0.1
H -30.08516 22.26684 0.31028 -0.3 0.7 0.1
H -28.63716 22.46071 -0.59844 0.2 0.1 -0.1
H -30.08274 21.85488 -1.35882 -0.3 0.7 -0.6
C -28.67681 15.48435 6.88120 -2.0 0.1 0.1
S -29.05809 16.85751 5.69665 1.0 -0.5 -1.9
O -28.00119 16.84559 4.62012 -0.5 0.2 1.1
C -30.51187 16.08327 4.84132 0.2 -1.0 1.2
H -29.34148 15.66381 7.72625 0.1 0.5 0.4
H -27.66121 15.41945 7.27166 0.0 0.1 -0.7
H -29.16537 14.58137 6.51512 1.0 -0.4 -0.5
H -30.26370 15.05815 4.56630 0.4 0.0 0.0
H -30.89357 16.54207 3.92923 0.4 0.7 0.4
H -31.26003 15.98172 5.62748 -0.4 0.3 -0.2
C -27.53460 0.91773 -6.21864 -0.8 0.0 -0.1
S -27.18717 1.97108 -4.78458 1.4 0.7 -0.5
O -26.07234 2.87007 -5.30963 -1.6 -0.5 0.8
C -28.77680 2.87555 -4.53101 0.0 0.8 -0.8
H -26.81100 0.10259 -6.22625 -0.1 0.0 0.3
H -27.45126 1.41519 -7.18492 0.1 0.6 0.3
H -28.56010 0.55590 -6.14438 0.1 -0.4 0.1
H -29.54451 2.23563 -4.09601 0.2 -0.2 -0.2
H -29.13214 3.39022 -5.42372 -0.1 -0.7 -0.6
H -28.68614 3.76446 -3.90673 0.8 -0.5 0.7
C -19.31840 8.87037 3.34556 -0.6 0.2 0.7
S -21.09925 8.35365 3.18408 -0.2 -1.1 2.3
O -21.27196 7.14756 4.11506 0.4 1.3 -1.4
C -21.91416 9.73654 4.14420 0.8 -0.2 -0.7
H -19.15425 9.81561 2.82817 0.0 -0.1 -0.1
H -18.60799 8.11317 3.01380 -0.5 -0.2 -0.4
H -19.11546 8.98584 4.41026 -0.2 0.2 0.1
H -21.72931 10.61006 3.51898 -0.2 0.3 0.3
H -21.51926 9.83745 5.15512 0.5 -0.1 -0.2
H -22.98431 9.57163 4.26943 0.1 -0.4 -0.5
C -18.90667 16.92049 -2.56237 0.7 -0.9 -0.2
S -20.66415 16.41228 -2.74123 -0.2 2.8 0.9
O -21.34339 17.49170 -1.85909 0.7 -2.0 -1.7
C -21.01095 16.94986 -4.48374 0.0 1.0 0.1
H -18.62761 17.84995 -3.05868 -0.5 0.1 0.2
H -18.18144 16.17633 -2.89158 -0.3 -0.4 -0.7
H -18.67035 16.90976 -1.49835 -0.6 0.6 0.1
H -22.09671 17.01376 -4.55542 0.0 -0.6 0.0
H -20.55242 16.45785 -5.34150 -0.1 -0.8 0.5
H -20.72404 17.98730 -4.65552 0.3 0.2 0.7
```
Forces are in eV/Å.

**M**: 1184.8 g mol⁻¹
**Strongest force on any atom**: 5.202 eV Å⁻¹
**Multiplicity**: 1
**Electronic energy**: -6531.21553 Ha
**HOMO**: -0.213 Ha
**Net charge**: 0

Q: HOMO of number 2 (C28H67AgCdO15S10)?
A: -0.213 Ha